16
Properties=species:S:1:pos:R:3:nbo_charge:R:1 method="wB97M-V/def2-TZVPD" charge=+1 relative_energy_kj_mol=287.2 gap_ev="11.73 / 5.44" spin_multiplicity=2 molar_mass_da=103.1
C -1.24 -1.94 0.00 0.46
N -0.23 -1.10 -0.53 -0.26
C 1.12 0.68 -1.38 -0.60
C -0.07 0.38 -0.41 -0.11
C 0.26 0.77 1.00 -0.09
O -0.64 1.76 1.54 -0.63
O -2.18 -1.67 0.72 -0.34
H -1.22 -3.01 -0.37 0.18
H 0.70 -1.59 -0.62 0.43
H 0.67 0.38 -2.30 0.23
H 1.09 1.75 -1.26 0.25
H 2.05 0.12 -1.02 0.23
H -1.01 0.85 -0.78 0.28
H 1.30 1.11 1.13 0.23
H 0.13 -0.05 1.76 0.21
H -0.73 1.58 2.51 0.50